# 1
{
  "formula": "C15H17N4O5",
  "method": "the ωB97M-V functional and the def2-TZVPD basis",
  "elements": ["O", "N", "O", "C", "C", "C", "C", "C", "C", "H", "H", "N", "C", "H", "C", "N", "H", "C", "C", "C", "C", "C", "O", "N", "O", "O", "H", "H", "H", "H", "C", "C", "H", "H", "H", "H", "H", "H", "H", "H", "H"],
  "coordinates": [[6.4481, -3.4070, -1.1317], [5.7089, -3.3049, -0.1700], [5.9512, -3.9035, 0.9273], [4.5853, -2.5598, -0.2265], [3.8453, -2.4507, 0.7303], [2.7997, -1.6897, 0.9166], [2.4997, -0.9501, -0.1886], [3.0654, -1.2774, -1.4523], [4.2532, -2.0416, -1.4088], [4.8609, -1.9869, -2.2651], [2.8143, -0.8201, -2.1379], [1.1134, -0.5403, -0.2503], [0.5436, 0.1635, -1.6884], [1.0234, 0.9377, -1.8185], [-0.9671, 0.4244, -1.3243], [-1.2783, -0.2130, 0.0510], [-0.9486, -1.0550, -0.2064], [-2.7888, -0.3313, 0.1405], [-3.7019, 0.8645, 0.4420], [-4.4965, 1.2485, 1.4166], [-4.8234, 2.5299, 1.0265], [-3.8542, 2.9685, 0.2902], [-3.2184, 1.9452, -0.1885], [-3.6154, 4.3151, -0.3181], [-4.6149, 4.9461, -0.2591], [-2.8302, 4.3639, -1.1990], [-5.4890, 3.3270, 1.4846], [-5.1352, 0.4786, 2.0800], [-3.1395, -0.7605, -0.7638], [-3.0869, -1.0080, 0.9501], [-0.8100, 0.1982, 1.2256], [0.7418, 0.4440, 0.7464], [0.8900, 1.5630, 0.6169], [1.4316, 0.3657, 1.6297], [-0.8079, -0.3976, 1.9649], [-1.3210, 1.1420, 1.6298], [-1.6485, 0.1563, -2.1994], [-0.9435, 1.6881, -0.8134], [0.5847, -0.7511, -2.1651], [2.1733, -1.7845, 1.9807], [4.1851, -2.8373, 1.9255]],
  "forces_ev_per_a": [[-0.52, 0.35, 0.09], [5.34, -4.57, 2.99], [-0.39, 1.28, -2.44], [4.34, -0.51, -7.90], [-2.40, -2.01, 16.01], [-3.63, 1.69, 2.89], [-3.90, -1.67, -2.79], [6.30, -6.99, 13.84], [-2.84, 3.22, -2.53], [0.76, -0.76, -0.84], [-4.34, 7.60, -12.42], [-1.25, 3.99, -1.67], [-5.41, -9.08, 6.74], [4.98, 7.50, -2.26], [2.29, 5.85, 2.08], [-7.84, 0.44, -5.07], [1.41, -4.62, 0.03], [-2.49, -0.68, 1.00], [5.48, -1.73, -1.04], [-4.70, -4.39, 2.14], [-3.64, 4.90, 4.95], [1.20, 1.97, -1.77], [2.52, -0.18, -2.09], [-2.77, -4.10, -1.32], [-1.54, 2.92, 1.41], [3.24, 0.60, -0.89], [0.51, -1.66, -0.38], [1.72, 2.21, -1.43], [-0.09, -0.59, -0.94], [0.69, -0.35, -0.18], [5.58, 8.88, -1.36], [0.54, 1.50, 3.99], [-0.24, -1.15, -1.11], [-0.82, -0.49, -0.54], [-0.43, -5.26, 4.82], [0.83, -1.03, -1.06], [0.43, 0.52, 1.89], [-0.67, -3.61, -2.79], [0.57, -0.96, -2.56], [1.68, 0.74, -3.28], [-0.52, 0.25, -4.20]],
  "mulliken_charge": [-0.586, 0.926, -0.575, -1.069, 0.895, -0.511, 0.873, -1.454, -0.567, 0.496, 1.083, -0.100, -1.378, 0.662, -0.257, 0.217, 0.220, -1.032, 0.350, -0.395, -0.345, 0.052, -0.071, 0.948, -0.516, -0.530, 0.377, 0.309, 0.411, 0.457, -0.609, -0.665, 0.221, 0.556, 0.613, 0.236, 0.446, 0.233, 0.690, 0.193, 0.194],
  "e_homo_ev": -12.30,
  "e_tot_ev": -32003.14577,
  "lumo_ev": -3.506,
  "multiplicity": 1,
  "total_charge": 1
}


# 2
{
  "formula": "C15H17N7",
  "method": "the ωB97M-V functional and the def2-TZVPD basis",
  "elements": ["C", "C", "N", "N", "C", "C", "C", "C", "N", "N", "N", "C", "H", "H", "C", "N", "C", "N", "C", "C", "C", "C", "H", "H", "H", "H", "C", "H", "H", "C", "H", "H", "H", "H", "H", "H", "H", "H", "H"],
  "coordinates": [[0.7543, 0.6753, 3.5320], [1.1572, 1.3691, 2.2898], [2.2499, 2.0703, 2.0945], [2.2679, 2.5344, 0.8486], [1.1728, 2.1158, 0.2503], [0.6392, 2.2895, -1.0422], [-0.5247, 1.6575, -1.3351], [-1.1675, 0.8346, -0.3482], [-0.7105, 0.7250, 0.8780], [0.4284, 1.3621, 1.1438], [-2.3412, 0.1867, -0.6349], [-2.5071, -0.4703, -1.9188], [-1.8595, -0.0080, -2.6584], [-3.5491, -0.3600, -2.2353], [-2.1333, -1.9705, -1.7764], [-1.3258, -2.1768, -0.5931], [-0.0042, -1.7868, -0.6691], [0.4180, -1.3542, -1.8580], [1.6757, -0.9667, -1.9888], [2.5908, -0.9641, -0.9546], [2.1692, -1.4570, 0.2755], [0.8703, -1.8911, 0.4243], [0.5403, -2.3069, 1.3628], [2.8548, -1.4995, 1.1097], [3.5943, -0.5993, -1.0974], [1.9447, -0.6241, -2.9802], [-2.0948, -1.9231, 0.6078], [-2.7672, -2.7695, 0.7831], [-1.4276, -1.8217, 1.4590], [-2.9113, -0.6152, 0.4293], [-2.9032, -0.0322, 1.3488], [-3.9442, -0.8336, 0.1482], [-3.0294, -2.5870, -1.6698], [-1.5657, -2.3007, -2.6445], [-0.9865, 1.7859, -2.2994], [1.1601, 2.9146, -1.7480], [-0.2434, 0.9925, 3.8316], [1.4670, 0.9098, 4.3162], [0.7346, -0.4018, 3.3696]],
  "forces_ev_per_a": [[-0.07, 0.01, -0.12], [-0.29, -0.22, 0.03], [0.13, -0.24, 0.90], [0.12, 0.48, -1.13], [-0.14, -0.31, 0.64], [-0.46, -0.22, -0.16], [0.47, 0.35, -0.13], [0.42, 0.44, 0.75], [-0.86, -0.53, -0.13], [0.97, 0.89, -0.51], [-0.30, 0.10, 0.08], [-0.02, -0.15, -0.27], [-0.07, -0.02, 0.01], [0.08, -0.01, -0.05], [-0.02, -0.04, -0.21], [-0.16, -0.16, -0.06], [0.54, -0.21, -0.15], [-0.50, -0.16, 0.09], [0.47, 0.09, 0.09], [0.03, 0.02, -0.12], [-0.18, 0.00, -0.05], [0.09, -0.02, 0.01], [-0.04, -0.02, 0.06], [0.04, -0.02, 0.07], [0.10, 0.03, -0.05], [0.14, 0.05, -0.04], [-0.09, -0.03, 0.22], [0.03, 0.08, 0.08], [-0.06, -0.05, -0.03], [-0.05, 0.00, 0.17], [-0.12, -0.11, -0.02], [0.03, 0.02, 0.02], [0.02, 0.01, -0.02], [-0.20, 0.00, 0.01], [-0.02, 0.00, -0.08], [0.02, 0.07, -0.11], [-0.05, -0.04, 0.10], [0.03, 0.01, 0.03], [-0.04, -0.09, 0.07]],
  "mulliken_charge": [-1.102, 1.093, -0.684, -0.682, 0.589, -0.794, -0.390, 0.548, -0.834, 0.564, -0.054, -0.701, 0.216, 0.493, -0.762, -0.046, 0.774, -0.317, -0.611, -0.463, -0.539, -0.522, 0.531, 0.428, 0.414, 0.395, -0.676, 0.519, 0.157, -0.784, 0.425, 0.306, 0.283, 0.446, 0.461, 0.463, 0.299, 0.358, 0.198],
  "smiles": "Cc1nnc2ccc(N3CCN(c4ccccn4)CC3)nn12",
  "e_homo_ev": -8.14,
  "e_tot_ev": -26260.76589,
  "lumo_ev": 0.311,
  "multiplicity": 1
}


# 3
{
  "formula": "C15H17NO4",
  "method": "the ωB97M-V functional and the def2-TZVPD basis",
  "elements": ["C", "C", "H", "H", "C", "N", "C", "C", "C", "C", "C", "C", "C", "C", "H", "H", "H", "H", "C", "C", "O", "O", "H", "C", "C", "O", "O", "H", "H", "H", "H", "H", "H", "H", "H", "H", "H"],
  "coordinates": [[-3.4287, -2.0511, 0.1650], [-2.6885, -2.3389, -1.1342], [-1.7708, -2.8854, -0.9093], [-3.3074, -2.9613, -1.7832], [-2.3259, -1.0554, -1.8923], [-1.3582, -0.2699, -1.1750], [-0.0314, -0.5761, -1.1088], [0.6128, 0.2598, -0.2402], [-0.3735, 1.1538, 0.2699], [-0.3406, 2.2161, 1.1729], [-1.5133, 2.8781, 1.4539], [-2.7182, 2.5052, 0.8513], [-2.7804, 1.4604, -0.0440], [-1.6021, 0.7803, -0.3335], [-3.7183, 1.1823, -0.5008], [-3.6184, 3.0500, 1.0951], [-1.5103, 3.7035, 2.1505], [0.5879, 2.5138, 1.6370], [2.0708, 0.2168, 0.1247], [2.8168, 0.6701, -1.1125], [3.2021, -0.0417, -2.0005], [2.9547, 2.0005, -1.1391], [3.3687, 2.2843, -1.9695], [2.4976, -1.2027, 0.5342], [1.4999, -1.7445, 1.5263], [0.6705, -2.5836, 1.3040], [1.6260, -1.1563, 2.7215], [0.9526, -1.4855, 3.3371], [3.4860, -1.1739, 0.9935], [2.5196, -1.8423, -0.3473], [2.2568, 0.9260, 0.9332], [0.3724, -1.3783, -1.6954], [-1.9050, -1.3148, -2.8692], [-3.2200, -0.4485, -2.0521], [-3.6615, -2.9806, 0.6778], [-2.8157, -1.4424, 0.8251], [-4.3600, -1.5226, -0.0288]],
  "forces_ev_per_a": [[0.15, -0.12, -0.13], [-0.12, 0.27, 0.00], [0.03, -0.06, -0.10], [0.05, -0.05, -0.06], [-0.24, -0.57, -0.10], [0.12, 0.12, -0.05], [0.36, 0.19, 0.18], [-0.04, -0.08, -0.11], [-0.36, -0.17, -0.15], [-0.05, 0.00, -0.01], [0.11, 0.14, 0.15], [-0.13, -0.04, -0.06], [-0.16, -0.03, -0.05], [0.26, 0.46, 0.35], [-0.10, -0.03, -0.03], [-0.08, 0.03, 0.00], [0.02, 0.06, 0.05], [0.09, 0.05, 0.06], [-0.07, -0.07, -0.21], [0.24, -0.06, -0.08], [0.04, -0.19, -0.04], [-0.02, 0.59, 0.20], [-0.06, -0.32, 0.04], [-0.04, 0.16, 0.04], [-0.06, -0.35, -0.22], [-0.06, -0.18, -0.06], [0.25, 0.48, 0.53], [-0.02, -0.11, -0.30], [0.04, -0.06, -0.05], [-0.03, -0.01, 0.13], [0.00, -0.06, -0.07], [0.05, -0.21, -0.12], [-0.08, 0.14, 0.06], [0.08, -0.01, -0.06], [-0.05, -0.05, 0.11], [0.01, 0.06, 0.12], [-0.12, 0.07, 0.02]],
  "mulliken_charge": [-1.115, -0.254, 0.269, 0.394, -1.018, 0.288, -0.135, -0.212, 1.029, -0.439, -0.835, -0.693, -0.731, -0.327, 0.305, 0.393, 0.409, 0.432, 0.235, 0.123, -0.588, -0.455, 0.365, -0.861, 0.452, -0.574, -0.483, 0.369, 0.528, 0.408, 0.582, 0.480, 0.334, 0.376, 0.377, 0.269, 0.302],
  "relative_energy_kj_mol": 24.04,
  "smiles": "CCCn1cc([C@@H](CC(=O)O)C(=O)O)c2ccccc21",
  "e_homo_ev": -7.86,
  "e_tot_ev": -25512.58269,
  "lumo_ev": 0.658,
  "multiplicity": 1
}